No. 1
The following is a DFT calculation (ωB97M-V/def2-TZVPD) of a molecular structure, C3H3O3S.

The geometry in XYZ format:
```
10
Properties=species:S:1:pos:R:3
C 0.3363 1.7843 0.7647
C -1.5419 -0.2774 0.0333
C -0.5020 0.7615 0.0976
O -2.1358 -0.6118 -1.0352
O -2.1196 -0.2734 -3.9799
O -2.8049 1.5950 -2.6379
S -1.7741 0.6320 -2.8971
H 0.1195 1.6449 1.9197
H -0.4212 0.9443 -0.9296
H -1.9601 -0.8761 0.9146
```

- calculated total energy (eV) = -20134.2540
- net charge = -1
- lowest unoccupied orbital energy (eV) = 3.7229
- F_max (eV/Å) = 4.44

Atomic partial charges in e from the Mulliken method, atoms 1 to 8: number 1, C, carries -0.575; number 2, C, carries 0.230; number 3, C, carries -0.431; number 4, O, carries -0.535; number 5, O, carries -0.515; number 6, O, carries -0.457; number 7, S, carries 0.682; number 8, H, carries 0.036



No. 2
The following is a DFT calculation (ωB97M-V/def2-TZVPD) of a molecular structure, C39H42CoN12OS3.

The geometry in XYZ format:
```
98
Properties=species:S:1:pos:R:3
Co 0.3708 -0.8210 -1.9411
N 3.2079 2.3007 -3.4448
C 2.0810 1.6321 -3.2045
S 2.1753 0.4706 -1.9370
N 0.9954 2.0542 -3.7952
N -0.1577 1.7276 -3.2175
C -2.6579 1.2537 -1.7226
C -3.1372 1.6561 0.7072
C -4.1397 1.2171 1.6391
C -4.2261 1.9097 2.8805
C -3.3866 3.0838 3.0445
C -2.4642 3.3435 2.0902
N -2.3424 2.6568 0.9734
H 4.0964 2.0504 -3.0598
H 3.1250 3.0646 -4.1219
H -2.5742 0.3559 -2.4282
H -4.7445 0.3036 1.4442
H -4.9398 1.5914 3.6525
H -3.3514 3.5475 4.0415
H -1.7784 4.1907 2.0817
S -0.3162 -0.6916 -0.0106
C -2.0081 -1.2536 0.0670
N -2.2471 -2.5612 0.3195
N -1.2168 -3.3643 0.4709
C -1.2538 -4.5220 1.1617
C -2.4544 -5.2659 1.3926
C -2.3612 -6.4752 2.0265
C -1.1838 -6.8076 2.7290
C -0.0732 -5.9744 2.6830
C -0.0387 -4.9629 1.7260
N -3.1072 -0.5289 -0.1710
N -2.9334 0.8531 -0.4996
C -2.2659 2.5400 -2.2469
C -2.9325 3.6991 -1.9015
C -2.4884 4.9303 -2.3415
C -1.5366 5.0304 -3.3579
C -0.8302 3.9074 -3.7051
C -1.1402 2.6735 -3.0664
H -0.2565 -3.1462 0.1767
H -3.3870 -5.0223 0.8341
H -3.1632 -7.2054 2.1090
H -1.1479 -7.7842 3.2699
H 0.7691 -6.2477 3.2544
H 0.9455 -4.5536 1.4281
H -3.8444 3.5717 -1.3281
H -2.9383 5.8285 -1.9283
H -1.2029 5.9901 -3.7531
H 0.0547 3.9008 -4.3536
H -0.1422 0.7704 -2.7951
C -2.2223 -5.7868 -5.7449
C -0.8258 -6.1046 -5.1424
C -0.9767 -6.3735 -3.6562
C 0.2099 -5.0367 -5.5763
N 0.5418 -4.1899 -4.4573
C -0.0861 -3.4212 -3.5449
N 0.5331 -2.2842 -3.2846
N 1.7354 -2.3355 -4.0404
N 1.7424 -3.3860 -4.7946
H -2.9045 -6.6309 -5.5098
H -2.1530 -5.7887 -6.8301
H -2.6767 -4.8567 -5.4164
H -0.3975 -6.9722 -5.6474
H -1.8125 -5.8182 -3.2496
H -0.0811 -6.1509 -3.0508
H -1.2046 -7.4363 -3.5473
H -0.1960 -4.4078 -6.3875
H 1.1505 -5.4782 -5.8183
H -0.9729 -3.8016 -3.0913
O 3.9951 0.7248 2.4981
S 4.3506 2.2129 2.6827
C 2.9995 2.9430 1.7412
C 2.9258 4.5106 1.6180
C 1.7127 4.9947 0.9935
C 1.4763 6.3588 0.8225
C 2.3826 7.3013 1.4064
C 3.4755 6.8239 2.1270
C 3.7393 5.4511 2.2652
C 3.9303 2.5565 4.4418
C 3.0742 1.5073 5.1197
C 1.8018 1.8682 5.5243
C 0.9129 0.9178 5.9599
C 1.2839 -0.4580 6.0950
C 2.5784 -0.8205 5.7145
C 3.4047 0.1608 5.1959
H 2.0704 2.6604 2.2418
H 3.0936 2.4622 0.7851
H 0.9563 4.3168 0.7384
H 0.5763 6.6802 0.2765
H 2.2173 8.3825 1.3823
H 4.1957 7.5692 2.4807
H 4.6229 5.0601 2.8628
H 3.4046 3.5008 4.4029
H 4.8904 2.7213 4.8584
H 1.3821 2.8616 5.4283
H -0.0994 1.3053 6.1686
H 0.5420 -1.2280 6.3766
H 2.8602 -1.8204 5.8235
H 4.3896 -0.1825 4.8863
```

- calculated total energy (eV) = -131176.4819
- multiplicity = 4
- ⟨S²⟩ = 3.79
- net charge = 0
- lowest unoccupied orbital energy (spin up / spin down) (eV) = -0.5073 / -1.1243
- F_max (eV/Å) = 5.51

Atomic partial charges in e from the Mulliken method, atoms 1 to 8: number 1, Co, carries -0.457; number 2, N, carries -0.433; number 3, C, carries 0.593; number 4, S, carries -0.366; number 5, N, carries -1.328; number 6, N, carries 0.991; number 7, C, carries -0.485; number 8, C, carries 0.131



No. 3
The following is a DFT calculation (ωB97M-V/def2-TZVPD) of a molecular structure, C13H16Br3Co2F9N3O15.

The geometry in XYZ format:
```
61
Properties=species:S:1:pos:R:3
Co 0.5465 -3.8574 -2.5196
Co 3.4421 -2.3624 0.7760
N 3.4497 -2.6721 -2.4842
O 4.5597 -2.9607 -2.9406
O 2.3971 -2.8582 -3.0335
O 3.3921 -2.1539 -1.4076
N 2.0298 -5.0844 0.0923
O 1.9596 -6.2718 0.4573
O 1.5998 -4.7794 -1.0263
O 2.4789 -4.2459 0.8144
N 0.3706 -1.6694 -0.0291
O 1.3961 -1.7199 0.6649
O 0.3328 -2.3177 -1.0450
O -0.5526 -0.9834 0.2811
C -2.4660 -1.3838 3.4244
Br -3.7549 -1.4145 1.8803
Br -2.7882 -2.8856 4.7032
Br -2.6245 0.3347 4.2906
H -1.4829 -1.4443 2.9576
C -0.0426 2.6354 0.5435
C -1.5531 2.9950 0.6797
O -1.8466 4.3169 1.0434
C -1.9771 4.6451 2.3457
O -1.7663 3.8615 3.2879
C -2.3688 6.1012 2.5855
F -3.4998 6.2499 3.3471
F -1.3796 6.6361 3.2574
F -2.5227 6.7438 1.3591
H 0.3981 3.0722 -0.3527
H 0.0510 1.5709 0.3285
H 0.6865 2.8031 1.3362
H -2.0401 2.3264 1.3895
H -2.0300 2.7216 -0.2615
C 2.8780 2.8479 3.5518
C 3.6489 1.7424 2.8026
O 3.4185 1.9198 1.4584
C 3.4918 0.9050 0.6011
O 3.9474 -0.2278 0.9159
C 2.9047 1.1908 -0.8192
F 1.7413 0.6378 -0.9498
F 2.6243 2.5146 -0.9969
F 3.7757 0.7344 -1.7068
H 2.9945 2.8086 4.6348
H 1.8184 2.6180 3.4401
H 3.1089 3.8556 3.2063
H 3.2366 0.7794 3.1039
H 4.7171 1.7147 3.0177
C -3.7304 -1.6025 -1.6815
C -2.6772 -1.0358 -2.5727
O -2.8468 -1.7358 -3.8280
C -1.9442 -2.6671 -4.2648
O -0.8846 -3.0618 -3.7348
C -2.4080 -3.2425 -5.6625
F -1.3795 -3.6702 -6.3572
F -3.1373 -4.3167 -5.3838
F -3.1261 -2.2693 -6.3815
H -4.6895 -1.5091 -2.1909
H -3.8773 -1.1243 -0.7131
H -3.5540 -2.6333 -1.3742
H -1.7057 -1.1568 -2.0935
H -2.7400 0.0350 -2.7665
```

- calculated total energy (eV) = -358741.8882
- multiplicity = 7
- ⟨S²⟩ = 12.01
- net charge = +1
- lowest unoccupied orbital energy (spin up / spin down) (eV) = -4.6149 / -5.5673
- F_max (eV/Å) = 6.61

Atomic partial charges in e from the Mulliken method, atoms 1 to 8: number 1, Co, carries 1.009; number 2, Co, carries 1.146; number 3, N, carries 0.694; number 4, O, carries -0.556; number 5, O, carries -0.464; number 6, O, carries -0.192; number 7, N, carries 0.792; number 8, O, carries -0.509



No. 4
The following is a DFT calculation (ωB97M-V/def2-TZVPD) of a molecular structure, C4H8O2.

The geometry in XYZ format:
```
14
Properties=species:S:1:pos:R:3
C 0.2856 -1.4916 0.6982
C -0.0083 -0.2183 -0.0838
C 1.2600 0.5256 -0.4831
O -0.8043 0.6457 0.7184
C -2.0489 1.5239 -0.2292
O -1.7556 2.0549 -1.2120
H 0.8717 -2.1977 0.0986
H 0.8548 -1.2486 1.6017
H -0.6443 -1.9840 1.0005
H -0.5679 -0.4806 -1.0014
H 1.0118 1.4282 -1.0500
H 1.9108 -0.1064 -1.0976
H 1.8100 0.8253 0.4159
H -2.1456 0.7077 0.6250
```

- calculated total energy (eV) = -8369.7350
- net charge = 0
- lowest unoccupied orbital energy (eV) = 0.7350
- F_max (eV/Å) = 1.36

Atomic partial charges in e from the Mulliken method, atoms 1 to 8: number 1, C, carries -1.317; number 2, C, carries 0.675; number 3, C, carries -1.307; number 4, O, carries -0.544; number 5, C, carries 0.032; number 6, O, carries -0.275; number 7, H, carries 0.369; number 8, H, carries 0.314